2 unconnected molecules or ions with the total composition C2H9N2S2 at a distorted geometry, computed with ωB97M-V/def2-TZVPD.

```
15
Properties=species:S:1:pos:R:3:forces:R:3
C 0.3614 0.6893 2.2182 -1.64 1.00 0.85
S -0.8393 1.3808 0.9811 0.74 -0.49 -0.01
S 0.4687 2.3190 -0.3164 -0.39 0.42 0.21
H 1.3125 0.5221 1.7839 0.94 0.21 -0.39
H -0.0003 -0.2538 2.6028 -0.37 -0.23 0.00
H 0.3527 1.4210 3.0516 0.51 -0.54 -0.52
H 0.4429 3.5473 0.2518 0.14 -0.24 -0.14
N 0.8086 -1.1002 -0.7772 -0.47 -0.10 -0.16
C -0.1758 -1.5301 -1.5412 1.31 -1.92 -0.05
N -1.3306 -0.9790 -1.7143 -1.18 -0.53 -1.38
H 0.6930 -0.1276 -0.4423 0.71 -1.00 0.45
H 1.5479 -1.7906 -0.5085 -0.80 1.53 -0.37
H 0.0186 -2.4947 -2.0462 -0.29 0.62 0.16
H -1.9999 -1.3598 -2.4103 0.86 0.33 0.84
H -1.6606 -0.2437 -1.1329 -0.09 0.94 0.51
```
Forces are in eV/Å.

Values from the calculation:
HOMO level = -13.132 eV
charge = +1
ΔE to the lowest compared entry with this formula, charge and spin = 0.3152 eV
max |F| = 2.33 eV/A
E = -26864.4337 eV
gap between HOMO and LUMO = 9.7 eV

Here are the natural (NBO) charges for atoms 1 to 5, given in e: atom 1 (C): -0.7258, atom 2 (S): 0.0491, atom 3 (S): -0.1628, atom 4 (H): 0.2217, atom 5 (H): 0.2339